(1)
DFT (ωB97M-V/def2-TZVPD) results for C23H42BGeNO4Ru as an isolated structure.

XYZ file:
```
73
C23H42BGeNO4Ru | the Open Molecules 2025 dataset | ωB97M-V/def2-TZVPD
Ru 0.10158 1.12152 0.49308
C -2.52324 3.33753 0.97353
C -1.23418 3.96311 0.46577
C -1.49426 4.81808 -0.75966
C -0.48966 4.72230 1.54303
O -0.28167 2.89213 -0.00662
Ge 0.09650 2.41033 -2.10158
O -1.00358 1.04720 -1.57147
C -1.88923 0.20517 -2.39662
C -1.56928 -1.23777 -2.06744
C -1.60672 0.51041 -3.85770
C -3.31281 0.56289 -2.01546
O 1.39231 1.35952 -0.99022
C 2.79263 1.76122 -0.63518
C 3.09317 3.07846 -1.32363
C 2.85136 1.91215 0.87712
C 3.69215 0.64853 -1.12715
H -3.31530 4.08440 0.92862
H -2.44229 3.00026 2.00359
H -2.83105 2.50043 0.34291
H -2.08805 5.68343 -0.46679
H -2.06358 4.27199 -1.51794
H -0.56605 5.19336 -1.19570
H -1.15440 5.47237 1.97253
H 0.38874 5.22915 1.14185
H -0.18023 4.05259 2.34779
H -0.52060 -1.45517 -2.28514
H -2.18562 -1.90605 -2.66895
H -1.77234 -1.44972 -1.01474
H -0.56628 0.28943 -4.11532
H -1.82539 1.55413 -4.09790
H -2.23979 -0.10287 -4.49857
H -3.47247 0.41603 -0.94524
H -4.01915 -0.07016 -2.55290
H -3.53479 1.60235 -2.26238
H 2.41530 3.86862 -0.99092
H 3.02890 2.98538 -2.40962
H 4.10844 3.39193 -1.08208
H 2.20056 2.72038 1.22817
H 3.85915 2.17096 1.20369
H 2.61074 0.96910 1.38590
H 3.52532 0.45612 -2.18758
H 3.52617 -0.27346 -0.56685
H 4.73603 0.93333 -0.99442
C -0.20421 -7.24762 0.95922
C 0.08949 -5.80143 0.73071
C 0.96763 -5.40260 -0.28348
C 1.25606 -4.07972 -0.50402
C 2.22669 -3.71994 -1.59907
C 0.62447 -3.09362 0.33659
C 0.94237 -1.77691 0.07118
O 0.50572 -0.76216 0.73944
C -0.27983 -3.49534 1.38628
C -0.95464 -2.52404 2.31000
C -0.51853 -4.83382 1.54632
H 0.31925 -7.89027 0.25666
H -1.27752 -7.43028 0.87475
H 0.08244 -7.52795 1.97526
H 1.43202 -6.15921 -0.90312
H 2.51173 -4.61347 -2.14794
H 3.13969 -3.28116 -1.19166
H 1.80246 -3.01900 -2.32022
H 1.64167 -1.55219 -0.73192
H -0.22591 -1.93457 2.86814
H -1.57784 -3.06284 3.01964
H -1.58709 -1.82237 1.76327
H -1.19105 -5.16033 2.33028
B -0.65547 1.24803 4.90480
C -0.67307 1.18919 3.42002
N -0.65539 1.15577 2.23574
H -0.37221 0.14183 5.30798
H 0.14085 2.15225 5.12359
H -1.74682 1.60262 5.31972
```

Calculated values
LUMO level (alpha / beta): -7.005 / -9.362 eV
Orbital gap (alpha / beta): 8.1 / 5.8 eV
Net charge: +2
2S+1: 5
<S²>: 6.027

How is the electron density shared among the atoms? According to Löwdin, the charges in e are:
1. Ru 1.7302
2. C -0.0179
3. C -0.6001
4. C -0.0520
5. C -0.0082
6. O -0.4782
7. Ge 1.2015
8. O -0.4435
9. C -0.6493
10. C -0.0167
11. C -0.0529
12. C -0.0168
13. O -0.4976
14. C -0.6264
15. C -0.0463
16. C -0.0395
17. C -0.0096
18. H 0.1098
19. H 0.0755
20. H 0.0748
21. H 0.1145
22. H 0.0834
23. H 0.0874
24. H 0.1137
25. H 0.0980
26. H 0.0818
27. H 0.0842
28. H 0.1104
29. H 0.0848
30. H 0.0916
31. H 0.0837
32. H 0.1107
33. H 0.0886
34. H 0.1062
35. H 0.0948
36. H 0.0835
37. H 0.0907
38. H 0.1135
39. H 0.0816
40. H 0.1198
41. H 0.0830
42. H 0.1029
43. H 0.0797
44. H 0.1113
45. C -0.0064
46. C -0.1794
47. C 0.0286
48. C -0.1569
49. C -0.0187
50. C -0.0982
51. C -0.1148
52. O -0.2310
53. C -0.1446
54. C -0.0147
55. C 0.0253
56. H 0.0907
57. H 0.1073
58. H 0.1089
59. H 0.1329
60. H 0.0940
61. H 0.1007
62. H 0.0869
63. H 0.1137
64. H 0.0919
65. H 0.0963
66. H 0.0837
67. H 0.1378
68. B -0.3257
69. C -0.1242
70. N -0.0206
71. H 0.0549
72. H 0.0727
73. H 0.0725

(2)
DFT (ωB97M-V/def2-TZVPD) results for C23H42CaCl3N4O3Si as an isolated structure at a distorted geometry.

XYZ file:
```
77
C23H42CaCl3N4O3Si | the Open Molecules 2025 dataset | ωB97M-V/def2-TZVPD
C 1.84177 2.72383 -4.30478
C 2.06552 2.35675 -2.87278
H 2.83292 2.78020 -4.76788
H 1.29787 3.65709 -4.54053
H 1.30321 1.90780 -4.80323
C 2.58503 3.12147 -1.92433
C 3.63440 4.10035 -2.23621
H 2.43070 2.89365 -0.85558
H 3.26851 5.07926 -2.55448
H 4.27522 3.67232 -3.01681
H 4.23040 4.27306 -1.30219
Ca -1.95448 -0.86908 2.16915
Cl -0.57776 -2.31571 -0.16452
Cl -4.34743 -0.20519 1.46809
H -5.27885 -4.49832 2.43534
H -4.69577 -5.26140 -0.60616
C -5.34305 -3.64960 1.73104
C -4.61891 -4.16883 -0.58831
N -4.27872 -3.72412 0.74123
H -5.30460 -2.70888 2.28905
C -3.03460 -3.43905 1.09336
O -2.74186 -3.01587 2.22576
H -3.82881 -3.86416 -1.28663
H -2.24547 -3.58458 0.32343
H -6.27609 -3.69358 1.18804
H -5.57311 -3.73232 -0.87644
H -0.67370 3.70865 1.01812
H 1.92946 2.87924 1.18479
C -0.72763 3.59254 2.10821
C 1.68582 3.06327 2.24749
N 0.31431 2.69248 2.57019
H -1.68177 3.16381 2.39605
C 0.04829 1.64219 3.36621
O -1.06192 1.07211 3.51573
H 2.37660 2.46714 2.86835
H 0.97203 1.26970 3.88105
H -0.56266 4.56796 2.57188
H 1.84162 4.14019 2.44173
O 0.33153 1.68143 -1.94479
C 1.53166 0.98828 -2.47326
C 1.94719 0.23911 -0.05212
C 2.35397 0.21616 -1.38225
H 0.91527 0.53929 0.12386
C 2.79747 -0.11723 0.99724
H 1.31990 0.34225 -3.34814
C 3.59495 -0.38408 -1.66933
H 2.44630 -0.11494 2.01562
C 4.08840 -0.56422 0.70065
C 4.46350 -0.72348 -0.62760
H 3.87726 -0.51601 -2.70803
H 4.78213 -0.80093 1.51640
H 5.44507 -1.14404 -0.83596
Si -1.38887 1.73606 -1.97477
Cl -1.23894 1.00327 0.52791
C -2.92934 2.54240 -1.11226
C -1.85762 -0.02983 -2.49712
C -1.17081 2.99409 -3.36664
H -3.50071 1.88143 -0.44692
H -3.63579 2.89189 -1.86391
H -2.65845 3.42401 -0.51756
H -0.40867 3.72108 -3.05992
H -2.05925 3.50294 -3.69064
H -0.75420 2.41606 -4.20747
H -0.95237 -0.66723 -2.53338
H -2.32256 -0.00165 -3.49824
H -2.55251 -0.47782 -1.76649
C 0.90858 -4.80820 1.57465
N 1.10794 -3.97467 2.74759
C 1.81387 -4.51485 3.88079
C 0.69185 -2.73608 2.84659
N 0.36346 -1.62662 3.13651
H 1.23947 -5.81706 1.82613
H 1.44678 -4.42864 0.70197
H -0.14019 -4.81211 1.27293
H 2.76621 -4.01116 4.04576
H 1.23806 -4.36243 4.79263
H 1.97301 -5.58082 3.73611
```

Calculated values
LUMO level: 2.473 eV
Orbital gap: 7.2 eV
Net charge: -1
ΔE to the lowest compared entry with this formula, charge and spin: 100.3 kJ/mol

How is the electron density shared among the atoms? According to Löwdin, the charges in e are:
1. C -0.0581
2. C -0.2836
3. H 0.0749
4. H 0.0858
5. H 0.0743
6. C -0.1356
7. C -0.1173
8. H 0.0974
9. H 0.0642
10. H 0.0707
11. H 0.0806
12. Ca 0.8615
13. Cl -0.0872
14. Cl -0.3047
15. H 0.0940
16. H 0.0859
17. C -0.0583
18. C -0.0445
19. N -0.1788
20. H 0.0435
21. C -0.4409
22. O -0.2258
23. H 0.0989
24. H -0.0065
25. H 0.0754
26. H 0.0866
27. H 0.0718
28. H 0.0733
29. C -0.0863
30. C -0.0483
31. N -0.2039
32. H 0.0810
33. C -0.3489
34. O -0.1839
35. H 0.0854
36. H 0.1345
37. H 0.0846
38. H 0.0884
39. O -0.3023
40. C -0.1877
41. C -0.0829
42. C -0.1424
43. H -0.0002
44. C -0.0861
45. H 0.1461
46. C -0.0410
47. H 0.0719
48. C -0.1144
49. C -0.1144
50. H 0.1033
51. H 0.0921
52. H 0.0882
53. Si 0.3064
54. Cl 0.1743
55. C -0.2684
56. C -0.2052
57. C -0.1743
58. H -0.0360
59. H 0.0094
60. H 0.0057
61. H 0.0292
62. H 0.0058
63. H 0.0209
64. H -0.0080
65. H 0.0178
66. H 0.0055
67. C -0.0693
68. N -0.1847
69. C -0.0536
70. C -0.2955
71. N 0.1228
72. H 0.0779
73. H 0.0729
74. H 0.0577
75. H 0.0881
76. H 0.0896
77. H 0.0810

(3)
DFT (ωB97M-V/def2-TZVPD) results for C23H42Cl2CrN2O3P as an isolated structure at a distorted geometry.

XYZ file:
```
74
C23H42Cl2CrN2O3P | the Open Molecules 2025 dataset | ωB97M-V/def2-TZVPD
O 0.81599 0.90435 -1.15884
C 0.73159 1.48135 -2.37537
C 0.74275 3.01766 -2.29294
C 0.35310 3.71319 -1.14939
H -0.01234 3.15342 -0.28151
C 0.39116 5.10979 -1.13862
H 0.09204 5.63925 -0.23368
C 0.79277 5.80704 -2.28338
H 0.81047 6.89538 -2.27955
C 1.17886 5.10819 -3.43574
H 1.48558 5.63927 -4.33993
C 1.17123 3.71569 -3.42760
H 1.46666 3.14044 -4.30678
H 1.59603 1.20469 -3.01909
C -0.29600 -0.45512 -3.78303
C -0.49676 0.90110 -3.17923
H -0.74868 -0.50628 -4.78442
H -0.76905 -1.22717 -3.15676
H 0.77583 -0.68964 -3.85971
C -1.58537 1.66736 -3.34708
C -2.75190 1.30955 -4.19975
H -1.62536 2.65901 -2.88970
H -2.81592 1.98415 -5.06871
H -3.67347 1.42959 -3.62106
H -2.71199 0.27694 -4.56544
Cr -0.82054 -0.16373 -0.22073
Cl -1.63597 1.77018 0.74510
Cl -2.65770 -0.59856 -1.45127
C -2.96519 -1.14567 1.51943
O -1.77092 -1.45283 1.24767
N -3.83121 -1.94873 2.14327
C -3.47433 -3.29480 2.58430
C -5.23912 -1.58335 2.26763
H -3.36733 -0.16762 1.22435
H -2.42620 -3.49806 2.34781
H -4.12547 -4.02447 2.08859
H -3.64060 -3.37508 3.66516
H -5.37576 -0.57556 1.86282
H -5.54492 -1.60050 3.32045
H -5.86916 -2.29226 1.71083
H 1.20564 -5.03175 -0.95492
H 3.68832 -4.08324 -0.76326
C 1.12708 -4.28122 -1.75352
C 3.38199 -3.27789 -1.44764
N 1.92968 -3.10902 -1.42293
H 0.08201 -3.98476 -1.88304
C 1.36257 -1.97091 -1.01745
O 0.10838 -1.85541 -0.84553
H 3.85594 -2.33768 -1.14051
H 2.05509 -1.12610 -0.85846
H 1.52172 -4.71927 -2.67628
H 3.71181 -3.53774 -2.46336
C -0.75609 0.54194 4.29986
C 0.47926 1.03058 3.55669
P 0.81599 0.16152 1.97239
C 2.37784 0.94826 1.39683
C 3.49837 1.18926 2.40134
C 1.20683 -1.55441 2.52020
C 2.23701 -1.74903 3.62321
H -1.66321 0.74812 3.72470
H -0.83491 1.07807 5.25179
H -0.71539 -0.52848 4.52748
H 0.34933 2.08894 3.28710
H 1.37285 0.94984 4.19468
H 2.73677 0.35316 0.54440
H 2.04641 1.90564 0.96133
H 3.97611 0.25892 2.72524
H 4.26889 1.79406 1.91112
H 3.16151 1.74138 3.28300
H 0.23721 -1.98062 2.82414
H 1.50180 -2.11305 1.61972
H 2.00127 -1.17419 4.52595
H 2.25026 -2.81011 3.90386
H 3.24885 -1.49299 3.29379
```

Calculated values
LUMO level (alpha / beta): 2.360 / 2.357 eV
Orbital gap (alpha / beta): 4.3 / 6.5 eV
Net charge: -1
ΔE to the lowest compared entry with this formula, charge and spin: 0.0 kJ/mol
2S+1: 5
<S²>: 6.011

How is the electron density shared among the atoms? According to Löwdin, the charges in e are:
1. O -0.3242
2. C -0.4335
3. C -0.1740
4. C -0.0553
5. H 0.0119
6. C -0.0926
7. H 0.0931
8. C -0.1285
9. H 0.0810
10. C -0.1153
11. H 0.0860
12. C -0.0578
13. H 0.1091
14. H 0.1214
15. C -0.0882
16. C -0.2798
17. H 0.0697
18. H 0.0287
19. H 0.0710
20. C -0.1723
21. C -0.1390
22. H 0.1139
23. H 0.0665
24. H 0.0588
25. H 0.0551
26. Cr 0.0318
27. Cl 0.0436
28. Cl 0.0950
29. C -0.3615
30. O -0.1844
31. N -0.1768
32. C -0.0363
33. C -0.0477
34. H 0.0643
35. H 0.0861
36. H 0.0860
37. H 0.0843
38. H 0.0944
39. H 0.0828
40. H 0.0887
41. H 0.0922
42. H 0.0888
43. C -0.0266
44. C -0.0437
45. N -0.1743
46. H 0.0980
47. C -0.2506
48. O -0.1454
49. H 0.0917
50. H 0.1295
51. H 0.0867
52. H 0.0878
53. C -0.1618
54. C -0.4266
55. P 0.9125
56. C -0.3896
57. C -0.1604
58. C -0.3975
59. C -0.1611
60. H 0.0513
61. H 0.0624
62. H 0.0596
63. H 0.0797
64. H 0.0532
65. H 0.0587
66. H 0.0774
67. H 0.0420
68. H 0.0634
69. H 0.0560
70. H 0.0625
71. H 0.0617
72. H 0.0613
73. H 0.0603
74. H 0.0453

(4)
DFT (ωB97M-V/def2-TZVPD) results for C23H42HgN2O3P2 as an isolated structure at a distorted geometry.

XYZ file:
```
73
C23H42HgN2O3P2 | the Open Molecules 2025 dataset | ωB97M-V/def2-TZVPD
P 3.86316 0.92453 -3.91005
P 5.44858 -1.16619 -0.93620
C 5.55771 0.54194 -3.30351
C 5.91390 -0.84384 -2.71748
H 5.86595 1.35738 -2.62814
H 6.17960 0.65058 -4.20918
H 5.48555 -1.67454 -3.31589
H 7.02076 -0.96336 -2.71925
C 6.64463 0.02957 -0.17867
H 6.46161 0.06110 0.90608
H 6.48634 1.06038 -0.53105
H 7.67265 -0.29621 -0.37851
C 6.27610 -2.77383 -0.70213
H 7.34840 -2.66090 -0.48440
H 6.12919 -3.37639 -1.61450
H 5.76362 -3.26153 0.13759
C 4.03607 2.54089 -4.70136
H 3.03977 3.00834 -4.73503
H 4.46689 2.47881 -5.70853
H 4.66748 3.16821 -4.05350
C 3.46971 -0.38017 -5.09039
H 3.77936 -1.37792 -4.75031
H 3.95889 -0.21537 -6.06600
H 2.38947 -0.42719 -5.28135
Hg 0.30360 -2.52792 -0.58435
C 3.77632 1.25872 0.86347
C 4.15469 2.53820 0.74181
C 4.05093 3.24390 -0.57025
C 2.60442 3.54771 -1.05735
C 2.25580 2.82773 -2.26207
C 2.71336 1.47763 -2.62107
C 2.77146 0.37722 -1.44691
C 2.66091 0.64496 0.06917
C -0.90399 -1.51763 -2.11302
H 4.19166 0.62221 1.65608
H 4.59106 3.11492 1.56420
H 4.52330 2.56308 -1.31342
H 4.63083 4.17517 -0.54313
H 1.88885 3.38103 -0.24920
H 2.56885 4.63316 -1.22911
H 1.37431 3.18539 -2.79320
H 1.75172 1.07426 -3.11416
H 3.62540 -0.30853 -1.62462
H 1.86272 -0.24754 -1.64127
H 1.69078 1.14402 0.27599
H 2.56741 -0.39103 0.47206
H -1.92878 -1.84085 -1.88013
H -0.66847 -1.74945 -3.16742
H -0.85233 -0.43714 -1.92942
C -0.25080 -2.12063 4.70702
C -1.75428 -2.22853 4.52336
C -2.28978 -1.37640 3.34590
C -3.84377 -1.35505 3.36559
C -4.49972 -2.71859 3.51803
C -1.84988 0.08064 3.52496
O -1.90829 0.69842 4.58271
N -1.45535 0.70941 2.36398
C -0.88069 0.10520 1.23491
O -0.41000 0.81726 0.34128
N -0.89660 -1.25280 1.22562
C -1.69848 -1.98451 2.03048
O -1.92695 -3.18359 1.78479
H 0.28692 -2.48463 3.81967
H 0.05671 -2.73585 5.55960
H 0.03884 -1.08662 4.91919
H -2.02566 -3.27372 4.33365
H -2.27606 -1.92640 5.44565
H -4.15261 -0.72028 4.21437
H -4.19216 -0.86858 2.44190
H -4.51148 -3.02015 4.57450
H -5.53526 -2.66825 3.16136
H -3.95543 -3.48254 2.95040
H -1.29020 1.70519 2.40282
```

Calculated values
LUMO level (alpha / beta): -0.453 / -0.906 eV
Orbital gap (alpha / beta): 6.8 / 4.4 eV
ΔE to the lowest compared entry with this formula, charge and spin: 408.4 kJ/mol

How is the electron density shared among the atoms? According to Löwdin, the charges in e are:
1. P 0.9534
2. P 0.8945
3. C -0.3173
4. C -0.3998
5. H 0.0767
6. H 0.0989
7. H 0.0706
8. H 0.0895
9. C -0.2765
10. H 0.0380
11. H 0.0261
12. H 0.0388
13. C -0.2928
14. H 0.0406
15. H 0.0435
16. H 0.0380
17. C -0.1773
18. H 0.0640
19. H 0.0619
20. H 0.0740
21. C -0.1506
22. H 0.0602
23. H 0.0753
24. H 0.0704
25. Hg 0.6499
26. C -0.1331
27. C -0.1222
28. C -0.1774
29. C -0.1892
30. C -0.0915
31. C -0.3923
32. C -0.2121
33. C -0.1997
34. C -0.3734
35. H 0.1035
36. H 0.1051
37. H 0.0860
38. H 0.1112
39. H 0.1289
40. H 0.1180
41. H 0.1138
42. H 0.1403
43. H -0.0277
44. H 0.0708
45. H 0.0942
46. H 0.0967
47. H -0.0448
48. H -0.0629
49. H -0.0623
50. C -0.0841
51. C -0.1943
52. C -0.2922
53. C -0.1752
54. C -0.1028
55. C -0.4087
56. O 0.0679
57. N 0.1911
58. C -0.5440
59. O -0.0243
60. N 0.0522
61. C -0.4641
62. O -0.0254
63. H 0.0814
64. H 0.0731
65. H 0.0731
66. H 0.1128
67. H 0.1250
68. H 0.1200
69. H 0.1231
70. H 0.0747
71. H 0.0725
72. H 0.0682
73. H 0.1498

The following total energy values (in eV) correspond, in order, to the records above: -93970.031 -100525.258 -96414.287 -56402.292.